Formula: C43H55CdCl3N5OP2Si
Source: OMol25
Level of theory: ωB97M-V/def2-TZVPD

Atoms and positions in Å:
Cd 1.19 0.33 0.89
C -0.58 3.21 3.05
Si -0.32 2.19 1.50
C -1.92 1.21 1.13
C -3.05 1.98 0.81
C -4.26 1.40 0.45
C -4.37 0.02 0.40
C -3.27 -0.77 0.70
C -2.05 -0.20 1.07
P -0.63 -1.33 1.38
C -0.95 -2.84 0.36
C 0.36 -3.36 -0.24
C 0.09 -4.47 -1.26
C -0.70 -5.61 -0.62
C -1.98 -5.10 0.02
C -1.71 -3.99 1.03
C -0.71 -1.82 3.16
C 0.12 -0.86 4.03
C -0.25 -1.04 5.50
C -1.69 -0.56 5.76
C -2.56 -0.73 4.51
C -2.15 -1.97 3.72
C -0.04 3.37 0.04
C -0.15 4.75 0.26
C 0.19 5.68 -0.72
C 0.67 5.24 -1.94
C 0.77 3.88 -2.19
C 0.41 2.94 -1.22
P 0.53 1.14 -1.57
C -1.12 0.66 -2.22
C -1.75 1.66 -3.21
C -2.77 0.96 -4.12
C -3.53 -0.11 -3.34
C -2.58 -1.26 -2.92
C -1.13 -0.77 -2.77
C 1.82 0.91 -2.88
C 1.46 1.13 -4.36
C 2.70 0.95 -5.24
C 3.33 -0.43 -5.06
C 3.67 -0.67 -3.59
C 2.45 -0.49 -2.70
H -1.46 3.86 2.98
H -0.74 2.55 3.91
H 0.29 3.82 3.26
H -2.98 3.06 0.83
H -5.11 2.03 0.22
H -5.31 -0.45 0.12
H -3.37 -1.84 0.64
H -1.56 -2.47 -0.47
H 0.92 -2.54 -0.71
H 1.00 -3.75 0.57
H -0.48 -4.05 -2.09
H 1.03 -4.83 -1.67
H -0.92 -6.37 -1.37
H -0.08 -6.09 0.15
H -2.65 -4.71 -0.76
H -2.52 -5.92 0.51
H -2.65 -3.65 1.48
H -1.10 -4.39 1.85
H -0.22 -2.80 3.18
H 1.18 -1.04 3.86
H -0.07 0.18 3.75
H -0.14 -2.10 5.77
H 0.45 -0.50 6.14
H -2.11 -1.13 6.59
H -1.68 0.48 6.06
H -3.61 -0.80 4.79
H -2.48 0.15 3.86
H -2.18 -2.84 4.38
H -2.87 -2.17 2.93
H -0.50 5.11 1.22
H 0.10 6.74 -0.51
H 0.96 5.95 -2.71
H 1.15 3.55 -3.15
H -1.75 0.65 -1.32
H -2.25 2.45 -2.63
H -1.00 2.17 -3.81
H -3.46 1.70 -4.54
H -2.26 0.50 -4.97
H -3.97 0.34 -2.45
H -4.36 -0.51 -3.93
H -2.93 -1.69 -1.98
H -2.61 -2.06 -3.66
H -0.57 -1.44 -2.12
H -0.63 -0.80 -3.74
H 2.59 1.65 -2.62
H 0.69 0.41 -4.67
H 1.04 2.12 -4.53
H 2.43 1.11 -6.29
H 3.44 1.72 -4.99
H 2.62 -1.20 -5.40
H 4.22 -0.53 -5.68
H 4.09 -1.67 -3.45
H 4.45 0.04 -3.28
H 1.70 -1.25 -2.94
H 2.73 -0.64 -1.65
Cl 5.02 3.33 -1.91
C 4.68 3.22 -0.18
Cl 3.55 4.48 0.31
Cl 6.16 3.29 0.76
C 4.02 1.94 0.08
N 3.44 0.98 0.32
O 2.98 -2.68 1.98
N 3.11 -1.52 2.13
N 3.78 -1.10 3.27
C 3.94 -0.22 4.05
C 4.15 0.80 4.89
C 4.11 2.11 4.31
N 4.05 3.15 3.84
C 4.38 0.56 6.28
N 4.57 0.36 7.39

## Properties
energy above the lowest of the compared OMol25 structures with the same formula, charge and spin: 0.000 eV
orbital gap: 5.503 eV
net charge: +1

***

Formula: C14H17N3O4
Source: OMol25
Level of theory: ωB97M-V/def2-TZVPD

Atoms and positions in Å:
N 3.20 1.70 0.17
C 3.42 0.38 -0.48
C 4.85 0.00 -0.47
O 5.70 0.91 -1.07
C 2.62 -0.74 0.17
O 3.19 -1.76 0.52
N 1.29 -0.44 0.35
C 0.38 -1.54 0.76
C -0.58 -1.02 1.81
C -1.35 0.17 1.25
C -0.96 1.45 1.22
N -1.92 2.20 0.58
C -2.83 1.33 -0.03
C -3.94 1.56 -0.87
C -4.77 0.54 -1.18
C -4.55 -0.75 -0.66
C -3.44 -1.00 0.16
C -2.49 0.02 0.40
C -0.38 -2.02 -0.44
O -1.23 -2.86 -0.36
O -0.15 -1.30 -1.58
H 2.52 2.29 -0.30
H 3.01 1.53 1.17
H 3.07 0.44 -1.58
H 5.01 -0.98 -0.99
H 5.18 -0.15 0.58
H 5.35 1.82 -0.97
H 0.82 0.14 -0.40
H 1.08 -2.27 1.26
H -1.30 -1.85 2.07
H -0.01 -0.84 2.74
H -0.11 1.98 1.65
H -1.78 3.19 0.35
H -4.12 2.49 -1.41
H -5.55 0.63 -1.89
H -5.21 -1.58 -0.87
H -3.25 -2.01 0.66
H -0.75 -1.65 -2.29

## Properties
energy above the lowest of the compared OMol25 structures with the same formula, charge and spin: 1.992 eV
orbital gap: 8.597 eV
SMILES: N[C@@H](CO)C(=O)N[C@@H](Cc1c[nH]c2ccccc12)C(=O)O

***

Formula: C17H30N5O8P2S2V
Source: OMol25
Level of theory: ωB97M-V/def2-TZVPD

Atoms and positions in Å:
V -0.64 -0.39 0.91
C -0.92 -0.38 -3.32
C -1.54 -1.15 -2.18
O -1.76 -0.25 -1.07
P -3.27 0.06 -0.45
S -4.49 -1.43 -0.54
S -2.70 0.90 1.27
O -3.79 1.21 -1.45
C -3.02 2.42 -1.58
C -3.35 3.05 -2.91
H -0.66 -1.07 -4.13
H -0.01 0.12 -2.98
H -1.62 0.36 -3.71
H -0.86 -1.93 -1.81
H -2.49 -1.61 -2.45
H -1.95 2.19 -1.51
H -3.27 3.08 -0.75
H -3.15 2.35 -3.73
H -2.75 3.94 -3.07
H -4.41 3.32 -2.96
C 4.07 0.61 1.06
C 3.87 1.26 -0.31
C 2.58 2.09 -0.40
C 2.45 2.71 -1.80
C 1.16 3.50 -2.00
C 2.67 3.22 0.62
O 3.54 4.07 0.56
N 1.75 3.21 1.62
C 0.69 2.29 1.80
O 0.00 2.41 2.79
N 0.52 1.34 0.84
C 1.39 1.17 -0.17
O 1.22 0.21 -0.93
H 4.96 -0.03 1.06
H 3.22 -0.02 1.32
H 4.20 1.35 1.85
H 3.80 0.49 -1.08
H 4.70 1.92 -0.55
H 2.50 1.89 -2.52
H 3.32 3.35 -1.95
H 0.28 2.86 -1.89
H 1.13 3.94 -3.00
H 1.08 4.32 -1.28
H 1.83 3.92 2.34
C -2.41 -4.29 -0.72
O -2.41 -3.95 0.66
P -1.40 -2.80 1.22
O 0.03 -3.52 0.98
C 0.37 -4.77 1.59
O -1.70 -3.13 2.77
C -2.24 -2.16 3.66
H -2.86 -5.28 -0.80
H -1.39 -4.33 -1.12
H -3.01 -3.58 -1.29
H 1.01 -5.31 0.90
H -0.53 -5.36 1.80
H 0.91 -4.58 2.52
H -2.01 -1.14 3.34
H -1.79 -2.33 4.64
H -3.32 -2.28 3.72
N 4.70 -1.71 3.80
C 3.56 -1.84 3.71
N 2.26 -2.09 3.69
C 1.42 -1.47 2.97
N 0.54 -0.96 2.39

## Properties
energy above the lowest of the compared OMol25 structures with the same formula, charge and spin: 0.725 eV
orbital gap (spin up / spin down): 7.295 / 6.938 eV
net charge: -1
spin multiplicity: 2

***

Formula: C2H6O2
Source: OMol25
Level of theory: ωB97M-V/def2-TZVPD

Atoms and positions in Å:
C 0.90 -0.91 -1.16
C -0.42 -0.71 -1.29
O -1.14 -0.42 -0.05
H 1.41 -1.60 -0.40
H 1.56 -0.22 -1.65
H -0.86 -0.21 -2.16
H -0.51 -0.34 0.63
O 0.01 1.44 1.92
H -0.71 1.62 1.33
H -0.23 1.35 2.84

## Properties
energy above the lowest of the compared OMol25 structures with the same formula, charge and spin: 2.484 eV
orbital gap: 9.396 eV
SMILES: C=CO.O

***

Formula: C5H14N2
Source: OMol25
Level of theory: ωB97M-V/def2-TZVPD

Atoms and positions in Å:
C 0.30 -1.51 -0.32
C 1.09 0.01 -2.34
N 0.11 0.07 -1.29
H -0.82 -0.05 -1.67
H 1.25 -1.01 -2.74
H 0.12 -2.15 -1.18
H 1.35 -1.41 -0.09
H -0.30 -2.00 0.44
H 0.80 0.65 -3.19
H 2.05 0.35 -1.96
C -1.98 0.48 1.02
N 0.88 1.50 0.94
C 0.41 0.64 1.88
C -0.79 0.00 1.80
H 0.50 1.29 -0.02
H 1.88 1.64 0.95
H 1.08 0.39 2.69
H -1.01 -0.72 2.58
H -2.56 -0.35 0.62
H -1.70 1.13 0.20
H -2.65 1.06 1.67

## Properties
energy above the lowest of the compared OMol25 structures with the same formula, charge and spin: 3.391 eV
orbital gap: 8.076 eV

***

Formula: C12H38BrN10O6
Source: OMol25
Level of theory: ωB97M-V/def2-TZVPD

Atoms and positions in Å:
Br -6.32 -10.52 -12.17
C -6.25 -12.30 -16.45
C -6.38 -12.14 -14.94
C -5.35 -12.98 -14.10
O -5.39 -14.37 -14.26
C -6.28 -15.06 -13.45
N -6.18 -10.73 -14.65
H -5.22 -12.35 -16.78
H -6.82 -11.67 -17.14
H -6.57 -13.34 -16.57
H -7.41 -12.41 -14.69
H -5.59 -12.84 -13.04
H -4.33 -12.68 -14.36
H -6.06 -14.98 -12.38
H -6.49 -16.03 -13.89
H -7.23 -14.53 -13.49
H -6.86 -10.14 -15.12
H -6.48 -10.59 -13.69
C -4.21 -11.25 -10.32
C -4.13 -9.91 -11.09
C -2.83 -9.14 -10.70
O -2.94 -8.91 -9.26
C -1.76 -8.39 -8.61
N -4.21 -10.22 -12.50
H -5.13 -11.80 -10.49
H -4.14 -10.93 -9.28
H -3.37 -11.90 -10.60
H -4.98 -9.28 -10.84
H -2.86 -8.19 -11.24
H -1.97 -9.74 -10.98
H -0.98 -9.13 -8.77
H -1.95 -8.28 -7.54
H -1.46 -7.43 -9.04
H -5.10 -10.69 -12.55
H -4.30 -9.37 -13.04
C -8.86 -8.61 -12.75
O -9.83 -7.89 -12.99
N -8.79 -9.73 -13.40
N -7.94 -8.44 -11.84
H -9.61 -10.02 -13.92
H -8.05 -10.41 -13.28
H -7.24 -9.17 -11.76
H -7.84 -7.55 -11.37
C -8.57 -12.69 -11.25
O -9.47 -13.40 -10.90
N -7.38 -13.08 -11.31
N -8.73 -11.55 -11.78
H -6.69 -12.44 -11.68
H -7.05 -13.93 -10.87
H -7.97 -10.97 -12.09
H -9.65 -11.13 -11.83
C -7.36 -9.23 -9.41
O -7.57 -8.46 -8.48
N -6.21 -9.29 -9.97
N -8.22 -10.03 -10.00
H -5.41 -8.93 -9.48
H -6.05 -10.04 -10.63
H -7.99 -10.60 -10.80
H -9.20 -9.87 -9.82
C -5.67 -7.32 -13.37
O -5.21 -6.25 -13.77
N -5.28 -7.94 -12.32
N -6.47 -8.06 -14.02
H -4.54 -7.54 -11.77
H -5.56 -8.91 -12.37
H -6.89 -8.83 -13.51
H -6.86 -7.71 -14.88

## Properties
energy above the lowest of the compared OMol25 structures with the same formula, charge and spin: 23.338 eV
orbital gap: 7.712 eV
net charge: -1

***

Formula: C17H29Cl20N3O4P
Source: OMol25
Level of theory: ωB97M-V/def2-TZVPD

Atoms and positions in Å:
C -0.72 3.05 -1.89
C -0.86 1.53 -1.96
C 0.45 0.72 -2.13
C 1.73 1.35 -1.59
N 1.64 1.87 -0.20
C 0.94 1.00 0.67
C 1.53 -0.35 1.15
C 1.38 -0.39 2.68
C 2.63 -0.28 3.59
C 3.94 0.14 2.91
O 4.68 0.95 3.84
C 0.33 0.72 2.98
P -1.41 0.14 2.87
O -1.49 -0.98 1.93
O -1.82 -0.19 4.36
O -2.36 1.35 2.45
N 0.68 1.78 1.98
N 1.71 2.65 2.40
C 1.35 4.06 2.32
C 0.19 4.48 3.25
H -0.33 3.38 -0.93
H -0.15 3.47 -2.71
H -1.72 3.48 -1.96
H -1.48 1.30 -2.83
H -1.44 1.19 -1.11
H 0.31 -0.25 -1.65
H 0.60 0.54 -3.19
H 2.57 0.67 -1.71
H 1.96 2.21 -2.22
H 2.59 1.91 0.16
H -0.08 0.74 0.36
H 0.89 -1.14 0.79
H 2.53 -0.54 0.77
H 0.87 -1.30 2.99
H 2.79 -1.25 4.06
H 2.43 0.41 4.41
H 4.52 -0.75 2.69
H 3.78 0.72 2.00
H 5.09 1.66 3.34
H 0.46 1.07 4.00
H -1.85 -1.15 4.44
H -2.21 1.55 1.52
H -0.19 2.28 1.79
H 2.07 2.37 3.31
H 2.25 4.61 2.59
H 1.14 4.33 1.29
H 0.10 3.76 4.06
H -0.75 4.44 2.70
H 0.33 5.49 3.63
C 1.58 6.58 -2.08
Cl 3.09 7.42 -2.43
Cl 0.65 7.50 -0.89
Cl 0.64 6.41 -3.56
Cl 1.93 4.98 -1.41
C -0.58 -2.84 -3.93
Cl -2.04 -1.97 -4.36
Cl 0.81 -2.13 -4.76
Cl -0.34 -2.72 -2.17
Cl -0.72 -4.54 -4.37
C -5.40 0.04 -5.48
Cl -6.61 1.30 -5.66
Cl -6.13 -1.38 -4.73
Cl -4.75 -0.40 -7.06
Cl -4.08 0.62 -4.45
C -0.12 -8.50 -2.68
Cl -0.56 -7.28 -1.48
Cl 1.54 -9.03 -2.40
Cl -1.21 -9.88 -2.58
Cl -0.24 -7.78 -4.30
C -3.82 -9.04 1.31
Cl -5.04 -7.79 1.08
Cl -4.56 -10.46 2.06
Cl -3.12 -9.48 -0.25
Cl -2.54 -8.43 2.37

## Properties
orbital gap: 9.780 eV
net charge: +1

***

Formula: C3H5NO2
Source: OMol25
Level of theory: ωB97M-V/def2-TZVPD

Atoms and positions in Å:
H 0.16 2.10 -0.35
N -0.64 1.52 -0.11
C -0.26 0.42 0.34
C -1.17 -0.70 0.76
O 1.09 0.03 0.39
C 1.57 -0.10 -0.87
O 1.37 0.67 -1.76
H -1.55 -0.50 1.76
H -0.66 -1.66 0.77
H -2.01 -0.74 0.06
H 2.11 -1.05 -0.97

## Properties
energy above the lowest of the compared OMol25 structures with the same formula, charge and spin: 1.263 eV
orbital gap: 11.453 eV
SMILES: [H]/N=C(/C)OC=O

***

Going through the records in order, we get electronic energy values of -4540.7323; -1008.9279; -3964.9118; -230.1893; -308.2984; -4052.4698; -10675.3166; -322.5279 Ha.
Going through the records in order, we get strongest force on any atom values of 0.97; 2.73; 1.16; 4.58; 4.03; 14.55; 1.97; 0.68 eV Å⁻¹.